Molecular formula: C25H25N3O5S3Ta
Method: DFT, ωB97M-V/def2-TZVPD

```
62
Properties=species:S:1:pos:R:3:forces:R:3
Ta 0.03097 0.59807 1.23135 -0.1 -0.9 -0.3
O 0.86319 -1.81242 1.12399 -0.1 0.2 0.0
C 1.06186 -2.56162 2.33314 0.1 0.0 0.0
C -0.05746 -2.21873 3.27706 -0.1 0.0 0.1
N -0.10963 -0.76722 3.50857 0.0 0.4 -0.1
C -1.42542 -0.39539 4.02703 0.0 -0.1 0.2
C -2.38513 -0.35554 2.86121 0.2 0.4 -0.7
O -3.53661 -0.66175 2.88669 -0.1 -0.1 0.2
O -1.78902 0.08341 1.72744 -0.7 -0.4 0.7
C 1.03757 -0.27763 4.26508 0.0 -0.2 0.3
C 2.18387 0.01712 3.31916 -0.3 0.5 -0.9
O 3.34177 -0.12403 3.53324 0.1 -0.1 0.2
O 1.71600 0.47718 2.11957 0.8 -0.1 0.9
H 0.38593 -2.35273 0.48502 0.0 0.0 0.0
H 2.04405 -2.29706 2.72149 0.0 0.0 0.0
H 1.07924 -3.63103 2.12548 0.0 0.0 -0.1
H 0.04036 -2.76209 4.22360 0.0 0.0 0.0
H -1.00648 -2.51337 2.82236 0.0 0.0 0.0
H -1.37759 0.60525 4.45735 -0.1 0.0 0.0
H -1.80725 -1.08702 4.78066 0.1 0.0 0.0
H 1.39250 -0.98461 5.01821 -0.1 0.0 0.0
H 0.76653 0.65154 4.76815 0.1 0.0 0.0
S -0.28297 2.61016 2.71027 0.0 0.1 -0.1
C -1.08181 3.16105 1.27411 0.2 -0.1 0.5
N -1.21294 2.25764 0.34167 0.1 0.1 -0.4
C -1.71460 2.80740 -0.84840 0.0 -0.3 0.3
C -1.97600 2.13529 -2.03766 0.0 0.0 0.0
C -2.49735 2.85863 -3.09057 0.0 0.1 0.0
C -2.76363 4.22773 -2.96777 0.0 -0.1 0.0
C -2.51084 4.89837 -1.78887 0.0 0.0 0.0
C -1.97654 4.17031 -0.72900 -0.1 0.2 -0.2
S -1.53933 4.74953 0.85656 -0.2 0.1 0.0
H -1.76501 1.07909 -2.12959 0.0 0.0 0.0
H -2.70673 2.36074 -4.02781 0.0 0.0 0.0
H -3.17297 4.76888 -3.80976 0.0 0.0 0.0
H -2.71753 5.95580 -1.69564 0.0 0.0 0.0
C -2.22297 -3.33982 -3.74428 0.0 0.0 0.0
C -1.74744 -2.44554 -2.63892 0.0 -0.1 -0.1
C -0.42028 -2.03147 -2.55743 0.1 0.0 0.0
C -0.01585 -1.20981 -1.52979 -0.1 0.0 0.1
N -0.84211 -0.78799 -0.54700 -0.3 0.0 -0.4
C -2.12450 -1.18970 -0.62313 0.1 0.1 -0.1
C -2.59871 -1.99787 -1.63986 -0.1 0.0 0.1
H -1.67220 -3.15468 -4.66507 0.0 0.0 0.0
H -3.28582 -3.20559 -3.93634 0.0 0.0 0.0
H -2.06535 -4.38520 -3.47046 0.0 0.0 0.0
H 0.30433 -2.33310 -3.30262 0.0 0.0 0.0
H 1.00959 -0.87980 -1.47254 0.1 0.0 0.0
H -2.79164 -0.82889 0.14185 0.0 0.0 0.1
H -3.64682 -2.26740 -1.64492 0.0 0.0 0.0
S 1.20031 1.53101 -0.65161 0.3 0.1 0.1
C 2.79211 0.82202 -1.04896 0.0 0.0 0.0
C 3.30582 1.24499 -2.27621 0.0 0.0 0.0
C 4.52340 0.76178 -2.72884 0.0 0.0 0.0
C 5.23842 -0.15263 -1.96814 0.0 0.0 0.0
C 4.72874 -0.57299 -0.74887 0.0 0.0 0.0
C 3.51172 -0.09184 -0.28471 0.0 0.0 0.0
H 2.75073 1.95970 -2.87114 0.0 0.0 0.0
H 4.91535 1.10504 -3.67733 0.0 0.0 0.0
H 6.18837 -0.53123 -2.32122 0.0 0.0 0.0
H 5.28620 -1.27451 -0.14175 0.0 0.0 0.0
H 3.14756 -0.41546 0.67583 0.0 0.0 0.0
```
Positions in Å, forces in eV/Å.

Results
HOMO energy (eV): -10.87
Net charge: +1
Kohn-Sham gap (eV): 7.1588
Maximum force (eV/A): 1.20
Electronic energy (hartree): -2759.7119
Energy above the lowest of the compared OMol25 structures with the same formula, charge and spin (eV): 0.552


Molecular formula: C3H5N2
Method: DFT, ωB97M-V/def2-TZVPD

```
10
Properties=species:S:1:pos:R:3:forces:R:3
C -0.21987 1.89262 -0.70877 -0.1 -1.7 0.4
C 0.80320 -0.62858 0.15895 0.8 -0.4 0.7
C -0.69517 -0.41313 0.16474 2.3 -1.2 -3.2
N 1.63594 0.29290 0.05862 -5.6 1.6 -1.0
N -0.97752 0.88574 -0.52747 0.7 0.2 0.5
H -1.03892 -0.33116 1.11183 -1.0 0.5 3.3
H 1.06560 -1.66679 0.32486 0.2 -0.3 0.3
H -1.16449 -1.34773 -0.22541 -0.1 1.2 -0.6
H 2.57746 0.32140 0.19695 3.2 -0.6 0.2
H -1.98625 0.99474 -0.55429 -0.5 0.7 -0.6
```
Positions in Å, forces in eV/Å.

Results
HOMO energy (alpha / beta) (eV): -15.57 / -15.57
Net charge: +1
Kohn-Sham gap (alpha / beta) (eV): 9.1366 / 9.1372
Maximum force (eV/A): 5.88
Electronic energy (hartree): -226.4003
Energy above the lowest of the compared OMol25 structures with the same formula, charge and spin (eV): 5.226


Molecular formula: C20H39N2O2P2SiSm
Method: DFT, ωB97M-V/def2-TZVPD

```
67
Properties=species:S:1:pos:R:3:forces:R:3
C -0.95808 4.34073 -2.08513 -0.7 0.4 0.2
C -0.33193 3.10548 -1.79618 1.5 -0.8 0.3
N -1.11307 2.01950 -1.39297 1.1 -0.1 -0.1
C -2.44506 2.13731 -1.45879 -0.3 0.6 -0.8
C -3.05670 3.26483 -1.94780 -0.5 -0.9 0.3
C -2.31948 4.39522 -2.22533 1.6 0.5 -0.3
C 1.08113 3.04619 -1.97898 0.0 -0.1 1.8
P 2.09161 1.51318 -1.80047 -0.6 2.4 -0.7
Sm -0.04193 -0.25558 -0.86293 1.6 0.7 1.2
P -2.69217 -0.12677 0.23616 -0.9 -0.6 -0.9
C -3.30607 0.96318 -1.14354 -0.2 -1.0 0.6
O 1.82392 5.33157 0.50558 -1.6 -1.3 2.4
O 3.05326 2.38894 3.24082 -0.6 -1.2 -1.5
H -0.29474 5.18921 -2.18776 -0.2 0.1 -0.3
H -4.09537 3.20683 -2.15680 -0.8 0.2 0.1
H -2.78139 5.28089 -2.61386 -0.3 0.4 0.1
C 2.53666 1.44586 -3.58275 0.2 -0.5 -0.2
C 3.72370 1.94095 -1.00283 -0.1 -0.2 0.2
H -4.31522 1.25021 -0.85092 -0.1 0.3 -0.2
H -3.40086 0.30870 -2.01421 0.1 0.0 -0.1
H 1.75050 4.37035 0.33323 0.3 0.5 -0.7
H 1.57874 4.05329 -1.97621 -0.3 -1.2 -0.4
C -3.55397 -1.71179 -0.14939 -0.1 0.0 0.2
C -3.67626 0.48010 1.64886 0.2 0.1 0.4
H -0.07301 0.71715 0.88594 -0.5 1.7 2.0
H 3.23287 1.49637 2.80979 -0.4 1.7 0.9
H 2.30623 2.76902 2.71471 1.0 -0.5 0.7
H 1.26815 5.30599 1.36090 1.3 0.8 -1.8
H -1.06767 -1.22153 -1.97709 -1.4 -1.3 -1.4
H -0.67175 1.17246 1.09123 1.1 -0.5 -0.5
H 3.27750 2.23123 -3.78792 -0.1 -0.3 -0.1
H 2.89066 0.45842 -3.90832 0.2 0.3 0.0
H 1.61612 1.69748 -4.12510 0.3 -0.2 0.1
H 4.26348 2.73788 -1.54173 -0.4 -0.3 0.2
H 3.57595 2.24943 0.04798 0.0 -0.1 -0.5
H 4.36180 1.03851 -0.98979 -0.2 0.3 -0.1
H -4.73866 0.20813 1.50589 0.5 0.2 0.1
H -3.28550 0.01224 2.57057 -0.3 0.3 -0.3
H -3.57578 1.57711 1.72079 -0.1 -0.4 0.1
H -4.63776 -1.59373 0.03824 0.4 -0.2 -0.1
H -3.36447 -1.97708 -1.20305 0.0 0.1 0.5
H -3.13138 -2.49749 0.50484 -0.3 0.3 -0.3
C 1.96189 -1.96382 -1.80519 0.2 0.2 -0.7
Si 1.40590 -2.99074 -0.35769 -1.7 0.0 2.4
C 0.05880 -4.17552 -0.93215 0.3 -0.2 -0.3
C 2.86995 -3.89497 0.34353 0.5 -0.1 -0.2
N 0.67160 -1.88724 0.83051 0.4 0.7 -1.9
C 0.26409 -2.21652 2.10600 -0.3 -0.4 0.2
C -0.22391 -1.20773 2.98835 0.1 -0.7 -0.3
C -0.78237 -1.53083 4.21904 0.4 -0.3 -0.3
C -0.79830 -2.85893 4.66214 0.0 0.0 -0.1
C -0.27156 -3.86786 3.84226 0.0 0.6 0.1
C 0.24941 -3.56112 2.58340 -0.2 0.3 0.3
H 2.40587 -2.69719 -2.48577 0.0 0.1 -0.1
H 2.74707 -1.23966 -1.56038 -0.1 -0.1 0.0
H 1.18426 -1.47585 -2.42662 0.4 -0.4 -0.1
H 0.51137 -4.90938 -1.61575 -0.3 0.0 0.1
H -0.39703 -4.71774 -0.09017 0.2 0.2 -0.2
H -0.73756 -3.64114 -1.47072 0.2 -0.1 0.1
H 3.67796 -3.17559 0.54003 -0.1 -0.2 0.0
H 2.65138 -4.42342 1.28014 0.0 0.2 -0.3
H 3.23110 -4.62781 -0.39231 0.1 0.1 0.2
H -0.15879 -0.17315 2.66206 -0.1 -0.3 0.2
H -1.17630 -0.71834 4.82255 0.0 -0.2 0.1
H -1.21007 -3.08931 5.64210 0.1 -0.1 -0.2
H -0.27224 -4.89942 4.19579 0.0 0.2 -0.1
H 0.63353 -4.37671 1.96318 -0.2 0.4 0.2
```
Positions in Å, forces in eV/Å.

Results
HOMO energy (alpha / beta) (eV): -6.49 / -6.50
Kohn-Sham gap (alpha / beta) (eV): 5.8840 / 6.5730
Expectation value of S²: 8.785
Multiplicity: 6
Maximum force (eV/A): 3.19
Electronic energy (hartree): -2675.5307